Molecular formula: C8H5Cl2NS
Method: DFT, ωB97M-V/def2-TZVPD

Atoms and positions in Å:
C -3.43 0.56 -0.97
C 3.19 0.24 -0.26
C 2.14 0.88 0.25
C 2.90 -1.02 -0.78
C 0.90 0.16 0.21
C -1.63 -0.32 0.74
C -2.93 -0.41 -0.19
C -0.36 0.59 0.65
N -3.91 1.34 -1.68
S 1.17 -1.40 -0.46
Cl -3.86 -1.79 0.28
Cl -0.66 2.21 0.88
H 4.11 0.69 -0.64
H 2.08 1.83 0.74
H 3.59 -1.73 -1.26
H -1.99 -0.41 1.73
H -1.31 -1.43 0.75

Calculated values
HOMO (spin up / spin down)	-9.054 / -7.446	eV
total charge	0
energy above the lowest of the compared OMol25 structures with the same formula, charge and spin	53.5	kcal/mol

Okay, here come the Mulliken numbers, in e, for every atom: atom 1 (C): 0.315, atom 2 (C): -0.492, atom 3 (C): -0.560, atom 4 (C): -0.357, atom 5 (C): 0.205, atom 6 (C): -1.130, atom 7 (C): 0.381, atom 8 (C): 0.591, atom 9 (N): -0.390, atom 10 (S): -0.131, atom 11 (Cl): -0.152, atom 12 (Cl): -0.199, atom 13 (H): 0.311, atom 14 (H): 0.370, atom 15 (H): 0.381, atom 16 (H): 0.500, atom 17 (H): 0.358